(1)
Computed, not measured: a structure of composition C17H18BCdN7O3S in a non-equilibrium geometry, with ωB97M-V with the def2-TZVPD basis set.

Atoms and positions in Å:
1 H 0.19297 2.66578 -0.03892
2 N -0.12741 1.18450 -1.54198
3 B -0.60010 0.05307 -3.85503
4 N -0.26824 1.26994 -2.91040
5 C -0.07677 2.54160 -3.31551
6 Cd 0.66350 -0.60471 -0.17650
7 H -0.07859 2.77546 -4.37864
8 C 0.14869 3.32874 -2.18640
9 H 0.37462 4.36605 -2.17699
10 C 0.08381 2.44507 -1.07471
11 H -0.47798 0.38915 -5.00270
12 C -2.11171 -0.84168 2.02219
13 H -2.36936 -1.00556 3.09673
14 H -1.69367 -1.74093 1.55729
15 H -2.65492 -0.21223 1.26143
16 N -2.12583 -0.26402 -3.58958
17 N 0.38386 -1.07998 -3.45320
18 N -2.51769 -0.45072 -2.27366
19 N 0.61193 -1.42796 -2.13858
20 C -3.21238 -0.37971 -4.39795
21 C 1.22823 -1.77457 -4.24526
22 H -3.15105 -0.26947 -5.48075
23 H 1.23097 -1.57262 -5.30655
24 C -4.29978 -0.66701 -3.58369
25 C 2.00588 -2.60596 -3.43864
26 C -3.80473 -0.69478 -2.26556
27 C 1.59276 -2.36179 -2.12676
28 H -5.30946 -0.87396 -3.88680
29 H 2.78094 -3.28621 -3.70956
30 H -4.35676 -0.88195 -1.34950
31 H 1.95023 -2.74531 -1.20562
32 H -1.78513 0.31115 2.81858
33 O -1.14372 1.13632 3.05834
34 C 0.13335 0.73532 2.97096
35 N 0.75350 0.25860 1.88902
36 S 2.20239 -0.65101 2.19258
37 O 1.86523 -2.07032 2.10215
38 O 3.24160 -0.10324 1.34912
39 C 2.16384 -0.05645 3.82914
40 C 3.01635 -0.43571 4.84142
41 C 2.80248 0.10085 6.10505
42 C 1.76948 1.02423 6.33875
43 C 0.88786 1.39293 5.32507
44 C 1.07092 0.78080 4.08462
45 H 3.81993 -1.12559 4.60987
46 H 3.43212 -0.19800 6.93217
47 H 1.67638 1.47504 7.32827
48 H 0.08144 2.14686 5.39669

Atoms 1-3, force components in eV/Å:
0.07 -0.11 0.52
-0.06 1.36 0.21
-1.49 0.72 0.95

Summary:
E = -50565.791 eV
HOMO-LUMO gap (spin up / spin down) = 6.21 / 4.97 eV

Löwdin atomic charge list, values in e, 2 entries:
1 H 0.082
2 N -0.072

(2)
Computed, not measured: a cluster of 12 separate species, C17H18BCl44O2P in total in a non-equilibrium geometry, with ωB97M-V with the def2-TZVPD basis set.

Atoms and positions in Å:
1 C 3.37813 -2.24981 0.33873
2 O 3.89362 -1.65863 1.61204
3 B 5.29071 -1.23123 1.25421
4 O 5.53618 0.08756 0.61774
5 P 6.70097 -2.50408 1.67478
6 C 8.09319 -3.79827 1.88222
7 C 9.33425 -3.65951 0.82023
8 C 8.89782 -3.30650 -0.71996
9 C 10.26341 -2.80788 -1.54450
10 C 8.32732 -4.65318 -1.46057
11 H 2.34813 -2.79343 0.47738
12 H 4.15982 -3.03479 -0.08390
13 H 3.32089 -1.38650 -0.45755
14 H 5.38261 -0.06891 -0.37704
15 H 5.99082 -2.94375 2.85677
16 H 6.32886 -3.18528 0.42689
17 H 7.64544 -1.39297 1.72395
18 H 8.55327 -3.61777 2.96873
19 H 7.64496 -4.90352 1.93249
20 H 10.15055 -2.93254 1.27463
21 H 9.85488 -4.73312 0.77784
22 H 8.13053 -2.43089 -0.83446
23 H 10.02024 -2.55195 -2.68399
24 H 10.62703 -1.77134 -1.07767
25 H 11.11978 -3.60383 -1.48493
26 H 7.46737 -4.34491 -2.20264
27 H 7.94112 -5.39360 -0.61841
28 H 9.21562 -5.20825 -1.99975
29 Cl -0.40787 -0.67906 0.42726
30 C 0.40995 0.16271 1.76779
31 Cl 1.76088 1.13047 1.12527
32 Cl -0.75016 1.23539 2.59130
33 Cl 1.03686 -1.03596 2.92737
34 Cl -5.13559 2.29149 1.25671
35 C -4.87243 0.73835 2.08912
36 Cl -3.45863 -0.08282 1.38115
37 Cl -4.58105 1.03502 3.82168
38 Cl -6.31450 -0.29024 1.89703
39 Cl -9.63636 1.02249 -1.77936
40 C -7.89044 0.76931 -2.02853
41 Cl -7.52091 -0.97015 -1.91839
42 Cl -7.42648 1.37428 -3.63894
43 Cl -6.97801 1.65068 -0.77749
44 Cl -12.39781 -0.23001 0.36557
45 C -13.75815 0.60784 -0.42303
46 Cl -13.82732 2.29459 0.14659
47 Cl -13.52518 0.58650 -2.18936
48 Cl -15.28229 -0.21979 -0.01499
49 Cl 1.90946 4.82561 2.20030
50 C 3.55929 4.57456 2.82433
51 Cl 4.25160 3.10258 2.09742
52 Cl 4.57326 5.97803 2.40385
53 Cl 3.50287 4.39210 4.59576
54 Cl -17.62987 0.21606 -6.23070
55 C -15.98003 -0.03500 -5.60667
56 Cl -15.28773 -1.50698 -6.33358
57 Cl -14.96607 1.36848 -6.02715
58 Cl -16.03646 -0.21746 -3.83523
59 Cl -4.87137 6.11536 1.52910
60 C -4.47512 5.66053 3.20556
61 Cl -3.56721 4.12753 3.20623
62 Cl -3.48188 6.93941 3.94893
63 Cl -5.98003 5.45991 4.13801
64 Cl -11.53333 5.73434 -4.60017
65 C -11.34268 4.23132 -3.66262
66 Cl -12.34657 2.94909 -4.38546
67 Cl -9.63291 3.73045 -3.68467
68 Cl -11.85782 4.51143 -1.98018
69 Cl 0.63979 2.99316 7.04956
70 C 1.45761 3.83492 8.39009
71 Cl 2.80854 4.80268 7.74757
72 Cl 0.29750 4.90760 9.21360
73 Cl 2.08452 2.63625 9.54967
74 Cl 6.05717 -0.66463 -3.32684
75 C 7.46050 0.34757 -2.90198
76 Cl 8.80834 -0.01026 -4.01089
77 Cl 7.01649 2.06741 -3.04230
78 Cl 7.95994 -0.00216 -1.22785
79 Cl 5.66838 -5.31426 -3.88413
80 C 4.30803 -4.47641 -4.67272
81 Cl 4.23887 -2.78966 -4.10310
82 Cl 4.54100 -4.49776 -6.43906
83 Cl 2.78389 -5.30404 -4.26468

Atoms 1-3, force components in eV/Å:
0.49 -0.01 -0.82
2.00 -0.13 -2.66
-2.71 1.91 0.27

Summary:
Structure (SMILES) = COB(O)[PH3]CCC(C)C.ClC(Cl)(Cl)Cl.ClC(Cl)(Cl)Cl.ClC(Cl)(Cl)Cl.ClC(Cl)(Cl)Cl.ClC(Cl)(Cl)Cl.ClC(Cl)(Cl)Cl.ClC(Cl)(Cl)Cl.ClC(Cl)(Cl)Cl.ClC(Cl)(Cl)Cl.ClC(Cl)(Cl)Cl.ClC(Cl)(Cl)Cl
E = -582959.015 eV
HOMO-LUMO gap = 7.44 eV

Löwdin atomic charge list, values in e, 2 entries:
1 C -0.116
2 O -0.197

(3)
Computed, not measured: a structure of composition C17H18BN7O2S2Zr in a non-equilibrium geometry, with ωB97M-V with the def2-TZVPD basis set.

Atoms and positions in Å:
1 H -1.60340 0.93182 -2.92414
2 N 0.33790 1.09213 -2.06792
3 B 2.75392 1.51359 -1.46713
4 N 1.45079 1.82832 -2.29844
5 C 1.16594 2.65641 -3.31992
6 Zr 0.69336 -0.73779 0.49899
7 H 1.91787 3.33287 -3.68021
8 C -0.14431 2.41528 -3.73937
9 H -0.67970 2.92474 -4.50767
10 C -0.64450 1.41381 -2.92325
11 H 3.68398 2.08614 -1.96501
12 C 1.19643 -2.20319 2.00858
13 H 0.37139 -2.73222 2.48079
14 H 1.95386 -2.01338 2.76329
15 H 1.62598 -2.89702 1.27214
16 N 2.98861 -0.04237 -1.47975
17 N 2.57476 1.88149 0.03061
18 N 2.03384 -0.92732 -0.95978
19 N 1.69596 1.21313 0.86809
20 C 4.02104 -0.73278 -1.97425
21 C 3.19613 2.85319 0.71221
22 H 4.86687 -0.20425 -2.38959
23 H 3.90842 3.46388 0.17854
24 C 3.75749 -2.09195 -1.85706
25 C 2.73558 2.84002 2.03081
26 C 2.51700 -2.21314 -1.23673
27 C 1.80938 1.79944 2.09921
28 H 4.39308 -2.89030 -2.21405
29 H 3.02092 3.51189 2.82089
30 H 1.97400 -3.11811 -0.96210
31 H 1.21725 1.44332 2.92918
32 H 0.26674 0.54045 -1.23918
33 O -2.80604 -1.01125 -1.72700
34 S -2.91838 -0.16262 -0.56799
35 O -3.13284 1.25978 -0.70336
36 N -1.51453 -0.39985 0.34741
37 C -1.84554 -0.45954 1.68186
38 S -0.62626 -0.27615 2.81869
39 C -3.21547 -0.85248 1.90899
40 C -3.74339 -1.46290 3.06036
41 C -5.01325 -2.03714 2.99904
42 C -5.78442 -1.94286 1.82312
43 C -5.26998 -1.27695 0.69268
44 C -3.95840 -0.80630 0.72689
45 H -3.12940 -1.47727 3.96470
46 H -5.42708 -2.53490 3.87705
47 H -6.79409 -2.37238 1.80595
48 H -5.87751 -1.12531 -0.19619

Atoms 1-3, force components in eV/Å:
-0.15 -0.08 0.16
-0.32 0.48 -0.81
-0.02 -0.03 0.18

Summary:
E = -56059.994 eV
HOMO-LUMO gap = 7.63 eV
Charge = +2

Löwdin atomic charge list, values in e, 2 entries:
1 H 0.119
2 N 0.075

(4)
Computed, not measured: a structure of composition C17H18BrCuI2N5O3S, with ωB97M-V with the def2-TZVPD basis set.

Atoms and positions in Å:
1 Cu -0.66230 -0.52586 -0.38315
2 I -2.86872 -2.37272 -0.83405
3 C -3.06778 -2.98644 1.19450
4 I -1.40001 -4.06545 1.92522
5 H -3.93715 -3.62838 1.25239
6 H -3.17326 -2.06485 1.75599
7 Br 0.88431 -3.48512 -1.67101
8 C 0.69826 -1.97043 -2.78292
9 C 1.27896 -1.95944 -4.03682
10 C 1.13390 -0.81375 -4.80561
11 C 0.43139 0.26607 -4.29940
12 C -0.11441 0.16316 -3.03412
13 N 0.01365 -0.94887 -2.29392
14 C -0.89400 1.31850 -2.40419
15 O -1.03257 2.33051 -3.06972
16 O -1.33014 1.08071 -1.22145
17 H 1.82520 -2.82048 -4.39261
18 H 1.57483 -0.77109 -5.79379
19 H 0.29024 1.18803 -4.84487
20 C -6.08705 0.49277 0.62179
21 C -4.78042 1.16312 0.93281
22 C -4.63524 2.54230 0.88259
23 C -3.39921 3.05101 1.23164
24 N -2.36863 2.27813 1.55576
25 C -2.57265 0.96083 1.49756
26 S -1.17177 -0.08248 1.78748
27 N -3.74887 0.37699 1.24171
28 H -6.91979 1.02896 1.07791
29 H -6.07438 -0.53417 0.98000
30 H -6.24854 0.48010 -0.45883
31 H -5.45790 3.18603 0.59950
32 H -3.21929 4.12106 1.25786
33 N 1.43898 -0.45621 0.08332
34 C 2.22565 -0.13863 0.86893
35 N 3.10791 0.21322 1.77773
36 C 3.80239 1.50313 1.67820
37 C 5.20796 1.26991 1.14938
38 O 5.89656 0.32134 1.94994
39 C 5.24216 -0.93677 1.95300
40 C 3.84268 -0.81076 2.53098
41 H 3.85074 1.93545 2.67843
42 H 3.24032 2.17006 1.02821
43 H 5.78572 2.19145 1.18418
44 H 5.15795 0.91720 0.11125
45 H 5.84969 -1.60871 2.55663
46 H 5.18101 -1.32961 0.92967
47 H 3.89829 -0.48441 3.57033
48 H 3.30534 -1.75537 2.48155

Atoms 1-3, force components in eV/Å:
0.40 -0.04 0.51
-0.15 -0.19 0.11
0.02 0.03 -0.18

Summary:
2S+1 = 2
E = -173232.846 eV
HOMO-LUMO gap (spin up / spin down) = 8.00 / 6.89 eV

Löwdin atomic charge list, values in e, 2 entries:
1 Cu 0.073
2 I 0.884

(5)
Computed, not measured: the molecule C17H18Cl2N4O2 in a non-equilibrium geometry, with ωB97M-V with the def2-TZVPD basis set.

Atoms and positions in Å:
1 C -6.39234 -0.54591 0.35915
2 O -5.21235 0.21312 0.19584
3 N -4.16059 -0.60880 -0.18287
4 C -3.03961 -0.05344 -0.36054
5 C -2.75332 1.42336 -0.16026
6 N -1.34276 1.62154 0.08562
7 N -0.88992 1.15620 1.23148
8 C 0.37218 0.98521 1.40552
9 C 1.36790 1.21245 0.38950
10 N 2.63750 0.81243 0.60149
11 C 3.07872 0.25787 1.86924
12 C 4.56957 0.00893 1.66465
13 C 4.63144 -0.36643 0.18883
14 C 3.63196 0.60144 -0.43918
15 C 0.87538 1.83702 -0.74450
16 Cl 1.84754 2.37690 -2.07305
17 C -0.52800 2.05758 -0.96231
18 O -1.02756 2.55281 -1.95921
19 C -1.86968 -0.88260 -0.71309
20 C -1.37721 -1.80961 0.19890
21 C -0.17141 -2.44606 -0.02969
22 C 0.54038 -2.15566 -1.18239
23 Cl 2.08505 -2.89112 -1.43646
24 C 0.03800 -1.27801 -2.12913
25 C -1.16528 -0.64063 -1.88937
26 H -6.27315 -1.29155 1.14922
27 H -6.66681 -1.04710 -0.57204
28 H -7.15995 0.17318 0.63670
29 H -3.01304 1.99340 -1.05786
30 H -3.34304 1.78497 0.68564
31 H 0.64333 0.61912 2.38065
32 H 2.56085 -0.68759 2.07866
33 H 2.88427 0.95626 2.68723
34 H 5.13236 0.92557 1.84299
35 H 4.94974 -0.77048 2.32096
36 H 4.29597 -1.39443 0.04864
37 H 5.62641 -0.26139 -0.23660
38 H 4.11596 1.54797 -0.69916
39 H 3.16890 0.18651 -1.33429
40 H -1.93098 -2.00542 1.10329
41 H 0.22302 -3.14927 0.68715
42 H 0.59107 -1.07607 -3.03300
43 H -1.55046 0.05773 -2.61637

Atoms 1-3, force components in eV/Å:
-0.04 -0.29 -0.03
0.91 0.68 -0.12
-0.57 -1.02 -0.02

Summary:
Structure (SMILES) = CO/N=C(\Cn1ncc(N2CCCC2)c(Cl)c1=O)c1ccc(Cl)cc1
E = -53019.409 eV
HOMO-LUMO gap = 8.60 eV

Löwdin atomic charge list, values in e, 2 entries:
1 C -0.095
2 O -0.179